## w
This record from the Open Molecules 2025 dataset describes a cluster of 2 separate species, C5H11P in total. The level of theory is wB97M-V/def2-TZVPD.

The geometry in XYZ format:
```
17
C5H11P wB97M-V/def2-TZVPD
C 0.65 -0.23 1.99
C -0.32 -0.16 -1.87
C 0.22 -0.61 0.79
C -2.79 1.61 1.14
C 2.30 -0.74 -1.47
P 0.96 0.18 -0.66
H 0.25 -0.66 2.82
H 1.69 0.03 2.15
H -0.12 0.10 -2.89
H -1.29 -0.17 -1.41
H -0.63 -1.21 0.77
H -2.42 1.91 2.13
H -2.29 0.75 0.59
H -3.77 2.13 0.90
H 3.34 -0.34 -1.49
H 2.32 -1.77 -1.01
H 1.89 -0.83 -2.48
```

As for the gap between HOMO and LUMO (spin up / spin down): 8.488 / 7.563 eV.

---

## x
This record from the Open Molecules 2025 dataset describes an isolated molecule of C5H11P. The level of theory is wB97M-V/def2-TZVPD.

The geometry in XYZ format:
```
17
C5H11P wB97M-V/def2-TZVPD
C -1.26 1.87 0.05
C -0.39 0.32 -0.14
C -1.58 -0.68 0.14
C 0.89 -0.24 -0.36
C 1.28 -1.71 -0.29
P 2.42 0.74 -0.38
H -0.71 2.73 0.40
H -1.59 1.88 -0.94
H -2.07 1.57 0.76
H -1.95 -0.36 1.09
H -1.33 -1.74 0.31
H -2.31 -0.69 -0.63
H 0.74 -2.36 0.44
H 2.28 -1.86 0.09
H 1.38 -2.00 -1.29
H 2.65 0.72 0.94
H 1.54 1.79 -0.21
```

The SMILES is CC(C)=C(C)P. As for the gap between HOMO and LUMO: 9.529 eV.

---

## y
This record from the Open Molecules 2025 dataset describes a structure of composition C5H11P. The level of theory is wB97M-V/def2-TZVPD.

The geometry in XYZ format:
```
17
C5H11P wB97M-V/def2-TZVPD
C -1.26 -0.27 -0.28
C -1.95 0.57 0.49
C -1.28 1.17 1.71
C 1.85 0.95 -0.55
C 0.97 -2.17 -1.03
P 0.39 -0.87 0.21
H -1.61 -0.57 -1.22
H -2.94 0.91 0.17
H -0.54 0.58 2.10
H -2.08 1.46 2.43
H -0.66 2.09 1.46
H 2.33 0.94 0.39
H 2.48 0.63 -1.36
H 1.08 1.72 -0.74
H 1.46 -1.58 -1.79
H 1.66 -2.87 -0.52
H 0.09 -2.70 -1.46
```

As for the gap between HOMO and LUMO: 8.388 eV.

---

## z
This record from the Open Molecules 2025 dataset describes a cluster of 2 separate species, C5H11P in total. The level of theory is wB97M-V/def2-TZVPD.

The geometry in XYZ format:
```
17
C5H11P wB97M-V/def2-TZVPD
C 0.84 -0.32 0.00
C -0.49 0.24 -0.47
C 1.59 -1.52 -0.49
C -1.36 -0.30 -1.62
C -0.39 1.34 2.18
P -0.48 -0.29 1.28
H 1.39 0.63 0.17
H -0.39 1.81 -0.71
H 0.96 -2.36 -0.34
H 2.36 -1.60 0.19
H 1.79 -1.46 -1.58
H -1.20 -1.40 -1.42
H -1.17 0.03 -2.55
H -2.34 -0.03 -1.53
H -0.43 2.26 1.56
H 0.61 1.53 2.58
H -1.29 1.44 2.76
```

As for the gap between HOMO and LUMO: 9.936 eV.

---

Taking the most stable structure as the zero point, the relative energies in eV are w 2.989; x 0.540; y 0.000; z 1.064.